{"formula": "C35H52F12N4O14P", "method": "the ωB97M-V functional and the def2-TZVPD basis", "symbols": ["C", "C", "H", "C", "C", "H", "C", "H", "H", "F", "F", "C", "C", "C", "H", "H", "P", "O", "O", "H", "N", "C", "N", "F", "C", "H", "O", "C", "H", "C", "O", "C", "H", "F", "H", "H", "H", "H", "H", "C", "H", "F", "O", "H", "H", "H", "H", "H", "O", "C", "H", "C", "H", "H", "H", "C", "C", "H", "F", "C", "C", "H", "C", "H", "H", "F", "H", "O", "H", "C", "H", "H", "F", "F", "F", "C", "H", "H", "H", "F", "H", "H", "C", "C", "C", "H", "H", "C", "H", "N", "H", "H", "O", "H", "H", "O", "C", "O", "O", "O", "H", "C", "C", "H", "H", "C", "H", "O", "C", "O", "N", "C", "H", "F", "H", "H", "C", "C"], "positions_angstrom": [[2.086, 0.516, 0.114], [-3.270, 7.263, -3.785], [-0.387, 3.992, 0.480], [0.642, -4.972, 1.126], [5.050, -0.493, 5.783], [4.662, 1.508, 6.477], [-1.871, 6.740, -3.921], [-2.542, 0.272, -2.278], [3.362, -1.833, 1.637], [-0.885, 2.194, 3.041], [2.819, 0.001, -2.912], [1.918, 1.577, -1.104], [1.767, 0.866, -2.551], [4.809, -1.875, 4.032], [-6.093, -7.738, -2.832], [4.038, 0.883, 0.560], [1.029, -0.362, 2.683], [4.373, -2.371, 3.032], [-0.676, -2.829, -1.133], [1.671, 5.797, 2.572], [-5.715, -1.022, -0.475], [-0.815, 7.689, -3.388], [0.973, 0.622, 1.161], [2.678, 3.796, -2.044], [-2.000, 2.323, -1.614], [-0.283, -7.397, 1.669], [-3.601, 4.074, -2.718], [-2.389, 0.838, -1.290], [2.994, -3.009, 0.304], [-3.864, 0.807, -0.593], [-0.821, -5.031, -0.621], [4.460, 2.211, -2.021], [-4.470, -6.004, -2.499], [5.061, 1.024, -1.618], [0.625, 4.764, 3.681], [2.131, -1.420, -1.231], [-0.152, 2.707, -2.691], [-1.782, -6.735, 0.976], [6.418, -1.879, 6.724], [-3.818, -7.962, -0.684], [1.022, -1.526, 0.123], [1.762, 1.759, -3.653], [-2.959, -8.530, -0.078], [6.315, 0.971, 6.768], [-0.822, -7.878, 0.063], [-5.374, 0.230, -2.232], [4.359, -1.326, -1.148], [-5.948, -0.486, 0.366], [-4.038, 6.067, -3.698], [5.489, 0.934, 6.053], [4.289, -0.799, 6.508], [-5.024, -6.311, -1.606], [-0.595, 3.986, -1.604], [1.634, -5.297, 1.445], [5.788, 1.442, 5.133], [-4.789, -0.271, -1.384], [0.042, 1.513, 0.802], [-1.068, 8.730, -3.600], [3.600, 3.202, -0.116], [6.186, -1.470, 5.739], [-5.711, -7.628, -1.816], [-2.405, 2.519, -2.668], [0.032, -5.906, 0.124], [0.009, -0.233, -1.713], [5.219, -1.128, 0.307], [4.490, 2.226, -3.424], [-6.933, -5.279, -1.654], [3.203, 0.649, 1.004], [1.099, 4.555, -0.370], [-0.296, -3.782, -0.511], [-6.105, -5.212, -0.079], [-1.647, 6.465, -4.956], [-1.890, 0.475, 2.009], [-0.467, 0.480, -3.679], [5.421, 3.214, -1.700], [0.808, 5.056, 2.602], [-5.538, -4.229, -1.417], [2.387, 3.433, 3.307], [-3.792, 0.387, 0.472], [0.795, -1.315, -3.254], [-6.524, -7.814, -1.107], [-4.364, 1.825, -0.580], [2.044, -1.067, -0.151], [-0.508, 2.836, -1.601], [-5.961, -5.203, -1.162], [-1.725, 0.193, -0.643], [-2.628, 3.062, -0.999], [-1.201, 1.682, 1.751], [-0.673, 7.567, -2.311], [2.204, 3.075, 2.361], [-4.149, -1.076, -1.898], [-3.431, 7.847, -2.874], [5.684, -2.484, 4.874], [7.100, -1.059, 5.299], [0.788, -6.305, -0.560], [4.492, -0.622, 4.472], [1.325, 3.781, 1.717], [-1.924, 5.539, -3.145], [0.222, -1.658, 2.589], [-4.077, -6.626, -0.583], [-5.251, -1.910, -0.252], [3.283, -1.914, 0.515], [0.436, -0.031, -2.739], [0.454, 0.361, 3.797], [0.018, -4.811, 2.011], [0.719, 3.714, 0.285], [0.149, 7.482, -3.859], [0.717, -3.749, 0.398], [3.107, 2.633, -1.333], [-4.667, -8.562, -1.563], [4.571, -1.725, -0.228], [-0.758, -7.037, 0.753], [-0.101, 5.555, 2.109], [-2.195, 2.568, 1.339], [-3.574, 7.859, -4.648], [2.397, -0.553, 3.120], [-3.226, 5.126, -3.147], [0.549, 2.281, -0.520]], "forces_ev_per_angstrom": [[2.6, -3.2, 1.4], [-0.3, 0.5, -0.3], [1.7, -0.4, -0.4], [0.5, -0.2, 0.5], [0.3, 1.0, 0.6], [0.1, 0.0, 0.0], [0.7, 0.9, 0.0], [0.7, 0.8, 1.5], [0.0, 0.2, -2.0], [0.3, -1.2, -2.8], [-0.9, 1.7, 1.6], [-0.8, 0.1, 0.9], [-0.8, -1.1, -3.2], [0.1, -0.5, -0.2], [0.1, -0.2, 0.1], [-0.5, -0.2, 0.0], [-1.6, -4.1, 2.3], [0.5, 0.2, 1.3], [0.2, -0.2, 0.3], [-1.1, -0.8, 0.1], [0.8, 0.2, -0.7], [0.5, -0.2, -0.1], [-2.2, 3.5, -1.5], [0.4, -2.7, 1.0], [-0.6, 0.4, -0.1], [0.1, 0.1, -0.1], [-0.3, 1.5, -0.6], [-1.8, -0.1, -0.2], [0.1, 1.7, 0.4], [0.1, -1.5, -0.5], [0.4, 1.2, -0.1], [4.4, 0.9, -2.5], [0.0, -0.1, 0.0], [-1.9, 1.9, -0.2], [0.0, 0.2, -1.5], [-0.2, 1.1, 1.1], [0.1, -0.4, 1.9], [0.2, 0.1, 0.1], [-0.1, -0.1, -0.2], [0.4, -0.4, 0.3], [1.6, 0.9, -0.1], [0.1, -0.6, 2.5], [-0.8, 0.1, -0.5], [-0.1, -0.1, -0.1], [0.0, 0.1, 0.2], [0.8, -0.5, 1.3], [0.5, -0.1, 0.5], [0.2, -0.5, -0.4], [0.4, -0.6, 0.4], [-0.5, 0.3, 0.0], [0.1, -0.1, -0.1], [-0.7, 0.8, 0.0], [0.4, -1.9, 0.5], [0.0, 0.2, -0.1], [0.1, -0.2, 0.0], [0.2, 0.1, -0.1], [2.6, -2.5, -0.8], [-0.1, -0.1, 0.0], [-1.5, -1.6, -1.8], [0.4, -0.2, 0.5], [-0.4, -0.2, -0.5], [1.0, -0.4, 1.8], [-0.2, -1.1, 0.6], [-0.2, 0.2, -1.4], [-0.5, -0.3, -0.7], [-1.0, -0.4, 3.1], [0.1, -0.1, 0.0], [-0.2, 1.3, -1.1], [-0.1, -1.2, 0.7], [-0.3, -0.1, -0.3], [-0.1, -0.2, -0.1], [-0.1, 0.0, 0.1], [2.4, 2.4, -1.0], [1.7, -0.4, 2.0], [-2.3, -2.0, -0.3], [0.1, 0.1, -1.7], [-0.1, 0.0, 0.0], [-0.3, 0.1, -0.5], [0.0, 0.8, -1.5], [-0.4, 2.6, 0.9], [0.0, 0.2, 0.0], [0.7, -1.2, 0.0], [0.0, -1.9, -1.3], [-0.5, 0.0, -2.4], [0.3, 0.5, 0.0], [-0.3, 0.8, -0.6], [1.1, -1.5, -0.6], [-3.9, 0.8, 2.6], [-0.3, 0.1, -0.1], [-1.4, -0.1, -2.1], [-0.7, 1.3, 0.8], [0.2, 0.0, 0.0], [-0.5, 0.3, -0.6], [-0.1, 0.1, 0.0], [0.0, 0.2, 0.0], [0.0, -0.8, -0.4], [1.0, 1.9, 3.4], [-0.7, -0.4, 0.0], [1.9, 2.9, -0.5], [0.2, -0.8, -0.1], [-0.5, 0.7, 0.4], [-1.3, -1.0, -0.8], [-0.1, -2.0, -0.5], [0.5, 0.5, -1.3], [-0.1, -0.1, -0.1], [-0.7, -0.1, 1.1], [-0.1, 0.1, 0.1], [-0.6, 0.1, -0.6], [0.5, 2.8, 1.4], [0.4, 0.2, 0.4], [-0.9, 0.7, 1.0], [0.2, -0.2, -0.4], [1.2, -0.6, 1.0], [2.5, -1.7, -0.1], [-0.1, -0.2, 0.1], [-0.7, 0.6, -1.1], [-0.6, -0.4, 0.0], [-1.2, 3.1, 0.5]], "lowdin_charge": [-0.2994, -0.1007, 0.1319, -0.0958, -0.3322, 0.0833, -0.3308, 0.1133, 0.0525, 0.0679, 0.0772, 0.0182, -0.2617, -0.5091, 0.1443, 0.1084, 0.8846, 0.1314, 0.1327, 0.0907, -0.0393, -0.0148, -0.0046, 0.0902, -0.2009, 0.0970, 0.1215, -0.1816, 0.1217, -0.1601, 0.1008, -0.3488, 0.1618, 0.1216, 0.0853, 0.1185, 0.1309, 0.0840, 0.1487, -0.5219, 0.0988, 0.0747, 0.1386, 0.0939, 0.0767, 0.1150, 0.0495, 0.0595, 0.0842, -0.0143, 0.1623, -0.3337, 0.1194, 0.1466, 0.0944, -0.2667, 0.0303, 0.0931, 0.0684, -0.0974, -0.1075, 0.1214, -0.3167, 0.1332, 0.0688, 0.1229, 0.0923, -0.0429, 0.1512, -0.5230, 0.0955, 0.1636, 0.1009, 0.0680, 0.0946, -0.0417, 0.0698, 0.0714, 0.0936, 0.0359, 0.1444, 0.1127, -0.0783, -0.1116, -0.0145, 0.0913, 0.1011, -0.3611, 0.0902, 0.1325, 0.1131, 0.1457, 0.0884, 0.1476, 0.1621, 0.0570, -0.3507, 0.0675, -0.3801, 0.0778, 0.0514, -0.2242, -0.1819, 0.0577, 0.1451, -0.0731, 0.0853, 0.0037, -0.2046, 0.0743, 0.0169, -0.0162, 0.0855, 0.1201, 0.1478, 0.0485, -0.5072, -0.1256], "energy_ev": -113649.405, "homo_energy_ev": -10.708, "charge": 1, "lumo_ev": -4.9, "orbital_gap_ha": 0.21246}

{"formula": "C35H52IrP4Se", "method": "the ωB97M-V functional and the def2-TZVPD basis", "symbols": ["Ir", "C", "H", "H", "H", "P", "H", "H", "H", "H", "C", "H", "P", "C", "C", "C", "H", "H", "H", "H", "H", "C", "C", "H", "H", "H", "H", "C", "C", "H", "C", "H", "H", "H", "C", "H", "C", "C", "H", "H", "H", "H", "C", "H", "H", "H", "C", "P", "H", "C", "H", "H", "C", "H", "C", "H", "C", "P", "C", "C", "C", "H", "C", "C", "H", "H", "C", "H", "H", "C", "Se", "C", "C", "C", "C", "H", "H", "C", "H", "C", "H", "H", "H", "H", "C", "C", "H", "H", "C", "H", "H", "H", "H"], "positions_angstrom": [[1.042, -1.439, -0.766], [-5.023, 2.312, 0.072], [-2.578, -1.225, 7.107], [3.388, -4.116, -1.290], [4.284, 0.113, 0.180], [2.313, -2.245, -2.428], [-0.981, 1.184, -4.840], [-3.108, 0.658, -4.886], [4.466, -0.439, 1.865], [2.194, -2.730, -4.808], [-0.423, 2.930, 2.709], [2.977, -3.769, 1.326], [-1.036, 1.272, 2.166], [-4.094, 1.478, -0.559], [3.743, -0.078, 1.118], [-0.714, 3.470, 3.976], [-2.168, 0.480, -0.396], [-3.499, -0.184, 3.032], [1.488, -1.137, -4.415], [-0.450, -4.441, -2.011], [0.752, 1.994, -6.358], [-2.287, -0.756, 6.164], [-2.773, 0.549, -5.921], [-2.092, 2.555, -6.087], [0.567, 3.308, 0.809], [-2.330, -3.238, 1.220], [3.429, -4.298, -3.059], [1.567, -2.183, -4.092], [-1.591, -2.435, 1.104], [0.566, -1.753, 2.458], [-0.167, 4.709, 4.339], [-0.504, 0.804, -2.400], [-4.300, 1.077, -1.554], [1.916, -4.632, -2.184], [-4.761, 2.808, 1.351], [3.275, 0.849, 1.473], [-1.572, 0.532, 3.759], [3.559, -2.851, 1.218], [0.859, -4.127, 1.852], [-0.296, -0.197, 6.853], [-2.893, -0.431, -6.401], [-0.381, 5.105, 5.329], [-0.010, 1.415, -4.440], [-1.212, -2.172, 2.097], [-2.117, 1.651, -7.698], [4.295, -2.951, 0.406], [1.464, 1.642, -2.578], [2.469, -1.407, 0.945], [4.555, -1.504, -1.770], [-2.896, 1.151, 0.080], [0.341, 0.903, 4.742], [4.368, -1.622, -3.544], [3.877, -1.311, -2.610], [-4.131, -1.249, 5.145], [2.805, -3.990, -2.210], [1.182, -0.108, 2.559], [-1.154, -3.853, -1.404], [-0.282, -3.042, -0.027], [2.495, 2.116, -3.408], [0.352, 3.689, 1.807], [-3.568, 2.495, 2.000], [1.073, 6.383, 3.758], [-3.158, -0.766, 5.068], [-2.627, 1.680, 1.362], [2.994, 2.599, -5.483], [3.641, -0.239, -2.675], [0.906, 4.905, 2.184], [-0.312, -5.192, 1.029], [-2.076, -1.551, 0.668], [1.480, -1.158, 2.460], [1.501, 1.391, -0.627], [2.236, 2.240, -4.785], [-1.015, -0.179, 6.028], [-2.271, 1.604, -6.608], [0.654, 5.421, 3.458], [-3.367, 2.877, 2.997], [1.279, -4.898, 0.280], [0.233, 1.249, -3.085], [3.474, 2.362, -2.981], [-0.649, 0.442, 4.833], [-1.643, -3.088, -2.018], [-5.952, 2.568, -0.438], [-1.917, -4.514, -0.969], [2.097, -1.447, 3.313], [-2.797, -0.154, 3.865], [0.477, -4.444, 0.873], [1.530, 5.449, 1.475], [4.093, -2.643, 2.158], [0.982, 1.895, -5.293], [0.571, -2.641, -4.060], [0.198, 2.160, -0.449], [-1.336, 2.922, 4.692], [-5.495, 3.433, 1.852]], "forces_ev_per_angstrom": [[0.6, 2.2, -0.2], [0.3, -0.2, -0.1], [0.1, 0.1, -0.3], [-0.2, 0.0, -0.2], [-0.2, -0.1, 0.3], [1.2, -0.1, -2.1], [-0.3, -0.2, 0.0], [0.0, 0.0, -0.3], [-0.2, 0.3, -0.2], [-0.1, 0.1, 0.1], [0.2, -0.3, -0.5], [0.3, 0.1, 0.0], [-1.8, 1.7, 2.4], [0.1, 0.0, 0.0], [-0.1, -0.2, 0.1], [0.4, 0.2, 0.4], [-0.3, 0.3, 0.1], [0.2, 0.1, 0.2], [0.0, -0.2, 0.1], [-0.3, 0.2, 0.2], [0.3, 0.1, 0.3], [0.3, 0.0, 0.0], [-1.1, -2.4, 0.8], [0.1, -0.4, -0.2], [-0.1, 0.4, 0.6], [0.0, 0.2, 0.0], [-0.1, 0.2, 0.1], [0.1, -0.1, 0.0], [-0.3, -0.2, -0.2], [0.3, 0.0, 0.1], [-0.2, -0.3, -0.2], [0.2, 0.3, -0.6], [0.0, 0.1, 0.3], [0.2, 0.1, 0.0], [0.1, -0.2, 0.0], [0.3, -0.2, -0.1], [0.9, -0.5, -1.1], [-0.3, 0.0, 0.3], [-0.1, -0.1, -0.2], [-0.4, 0.0, -0.3], [0.1, 0.3, 0.3], [0.0, 0.0, -0.2], [0.8, 0.2, 0.2], [-0.1, -0.1, -0.3], [-0.1, -0.4, 0.4], [-0.3, 0.1, 0.3], [0.0, -0.2, -0.1], [1.9, 0.5, 1.6], [-0.2, 0.1, -0.2], [-0.1, 0.3, 0.4], [-0.3, -0.2, 0.1], [0.0, 0.1, 0.2], [-0.1, -0.1, -0.1], [0.2, 0.1, 0.0], [-0.1, 0.0, 0.2], [0.3, -0.2, -0.1], [-0.2, 0.0, 0.2], [-2.1, -1.3, 0.7], [-0.3, -0.1, 0.4], [0.3, 0.0, 0.2], [0.0, 0.0, -0.2], [-0.1, -0.3, -0.1], [-0.1, 0.3, -0.7], [0.0, -0.7, -1.2], [-0.1, -0.1, 0.4], [0.2, -0.3, 0.0], [-0.2, 0.0, -0.1], [0.2, 0.1, 0.0], [0.1, -0.3, 0.1], [0.4, -0.3, 0.2], [-0.8, -0.1, -0.9], [-0.1, -0.2, 0.1], [0.5, 0.5, -0.3], [0.5, 3.0, -1.5], [-0.2, -0.2, 0.1], [-0.1, 0.0, -0.2], [-0.2, 0.1, 0.2], [-0.4, -0.1, -0.2], [-0.4, 0.1, -0.3], [0.0, -0.1, 0.6], [0.1, -0.2, 0.1], [0.2, -0.1, 0.2], [0.2, 0.0, -0.3], [-0.1, 0.1, 0.2], [-0.6, -0.5, 0.5], [0.0, 0.2, -0.1], [-0.2, -0.1, 0.2], [-0.1, -0.3, -0.3], [-0.1, 0.0, 0.0], [0.2, 0.1, -0.1], [0.8, -0.8, -0.3], [0.2, 0.3, -0.3], [0.1, -0.1, -0.1]], "lowdin_charge": [0.5735, -0.0325, 0.1399, 0.0405, 0.0457, 0.5954, 0.0391, 0.1176, 0.0709, 0.0749, -0.3361, 0.0298, 1.1766, -0.0721, -0.2711, -0.0697, 0.0656, 0.1162, 0.0354, 0.0496, 0.1230, 0.0121, 0.2002, 0.1276, 0.0000, 0.0775, 0.0838, -0.2249, -0.2284, 0.0003, -0.0199, 0.0712, 0.1036, 0.0461, -0.0231, 0.0200, -0.3551, -0.2193, 0.0538, 0.1330, 0.1347, 0.1295, -0.0891, 0.0280, 0.1429, 0.0568, -0.5230, 0.5475, 0.0525, -0.1259, 0.1204, 0.0798, -0.2138, 0.1306, -0.2057, -0.0036, -0.2380, 0.5703, -0.0648, -0.1171, -0.0625, 0.1341, -0.0174, -0.3805, 0.1361, 0.0248, -0.0396, 0.0828, 0.0279, -0.2583, 0.9451, -0.0186, -0.0201, 0.2000, -0.0102, 0.1183, 0.0490, -0.1774, 0.1310, -0.0892, 0.0494, 0.1270, 0.0725, 0.0793, -0.0657, -0.2091, 0.1249, 0.0739, -0.0444, 0.0466, -0.0551, 0.1130, 0.1299], "energy_ev": -142436.452, "homo_energy_ev": [-17.084, -17.925], "charge": 4, "lumo_ev": [-11.2, -15.2], "orbital_gap_ha": [0.21653, 0.09835], "spin_multiplicity": 6}